No. 1
This record from the OMol25 dataset describes a molecular structure, C23H26N2OPPdSe2. The level of theory is ωB97M-V with the def2-TZVPD basis set.

XYZ file:
```
56
Properties=species:S:1:pos:R:3
Pd 0.010 -0.092 0.145
Se 0.187 0.198 2.512
P 2.355 0.077 2.325
Se 2.447 0.096 0.152
C 3.050 -1.415 3.051
C 4.176 -2.004 2.486
C 4.751 -3.107 3.099
C 4.203 -3.617 4.267
C 3.075 -3.031 4.826
C 2.494 -1.930 4.219
C 3.187 1.471 3.099
C 4.166 2.179 2.412
C 4.836 3.214 3.049
C 4.523 3.540 4.360
C 3.539 2.835 5.042
C 2.870 1.798 4.415
H 4.594 -1.614 1.566
H 5.624 -3.570 2.661
H 4.652 -4.479 4.742
H 2.642 -3.438 5.731
H 1.599 -1.489 4.643
H 4.398 1.934 1.383
H 5.598 3.768 2.517
H 5.045 4.349 4.853
H 3.293 3.095 6.063
H 2.097 1.256 4.949
O -1.929 -1.446 0.525
C -3.157 -0.945 1.070
C -4.103 -0.435 -0.002
C -3.448 0.587 -0.935
C -2.921 1.790 -0.201
C -3.782 2.794 0.231
C -3.266 3.895 0.888
C -1.896 3.972 1.091
C -1.110 2.926 0.647
N -1.604 1.851 0.024
H -2.109 -2.163 -0.092
H -2.860 -0.139 1.742
H -3.633 -1.722 1.671
H -4.969 0.005 0.499
H -4.484 -1.274 -0.591
H -4.175 0.907 -1.683
H -2.615 0.124 -1.465
H -4.844 2.709 0.038
H -3.919 4.688 1.228
H -1.443 4.819 1.585
H -0.037 2.936 0.795
C 0.968 -1.357 -5.101
C 0.225 -0.162 -4.499
C 0.125 -0.251 -3.045
N 0.040 -0.326 -1.907
H 1.001 -1.250 -6.183
H 0.463 -2.292 -4.863
H 1.989 -1.409 -4.728
H -0.791 -0.083 -4.889
H 0.731 0.778 -4.725
```

Computed properties:
HOMO level: -10.902 eV
Total charge: +1
Orbital gap: 7.53 eV
Energy relative to the best compared isomer or geometry (same formula, charge and spin): 36.22 kJ/mol

What are the Mulliken partial charges on each atom? They are as follows, in elementary charge units: atom 1 (Pd): 0.41, atom 2 (Se): -0.21, atom 3 (P): -0.03, atom 4 (Se): -0.12, atom 5 (C): 1.06, atom 6 (C): -0.39, atom 7 (C): -0.65, atom 8 (C): -0.43, atom 9 (C): -0.71, atom 10 (C): -0.29, atom 11 (C): 0.94, atom 12 (C): -0.31, atom 13 (C): -0.62, atom 14 (C): -0.45, atom 15 (C): -0.67, atom 16 (C): -0.37, atom 17 (H): 0.32, atom 18 (H): 0.39, atom 19 (H): 0.39, atom 20 (H): 0.40, atom 21 (H): 0.29, atom 22 (H): 0.28, atom 23 (H): 0.39, atom 24 (H): 0.40, atom 25 (H): 0.40, atom 26 (H): 0.31, atom 27 (O): -0.47, atom 28 (C): -0.47, atom 29 (C): -0.75, atom 30 (C): -0.50, atom 31 (C): 0.57, atom 32 (C): -0.66, atom 33 (C): -0.38, atom 34 (C): -0.81, atom 35 (C): -0.26, atom 36 (N): 0.22, atom 37 (H): 0.28, atom 38 (H): 0.27, atom 39 (H): 0.35, atom 40 (H): 0.40, atom 41 (H): 0.37, atom 42 (H): 0.44, atom 43 (H): -0.16, atom 44 (H): 0.43, atom 45 (H): 0.42, atom 46 (H): 0.42, atom 47 (H): 0.44, atom 48 (C): -1.10, atom 49 (C): -0.28, atom 50 (C): 0.15, atom 51 (N): -0.25, atom 52 (H): 0.33, atom 53 (H): 0.35, atom 54 (H): 0.33, atom 55 (H): 0.29, atom 56 (H): 0.27

---

No. 2
This record from the OMol25 dataset describes a molecular structure, C10H9ClINOPb at a distorted geometry. The level of theory is ωB97M-V with the def2-TZVPD basis set.

XYZ file:
```
24
Properties=species:S:1:pos:R:3
Pb 0.227 -1.816 -2.540
C 3.403 0.140 -1.106
H 3.929 -0.821 -1.006
H 3.345 0.379 -2.174
H 2.371 0.073 -0.698
H 3.889 0.973 -0.565
H 4.890 1.340 -0.296
Cl -2.664 1.074 3.192
C -1.785 0.070 2.123
C -1.383 -1.193 2.546
C -0.796 -2.107 1.656
I -0.386 -4.035 2.359
C -0.570 -1.730 0.325
O -0.174 -2.587 -0.573
C -0.883 -0.401 -0.065
N -0.673 -0.115 -1.392
C -1.005 1.113 -1.863
C -1.677 2.034 -1.076
C -1.926 1.765 0.261
C -1.535 0.518 0.787
H -1.555 -1.510 3.568
H -0.695 1.342 -2.880
H -1.967 2.991 -1.509
H -2.382 2.504 0.928
```

Computed properties:
HOMO level (spin up / spin down): -7.889 / -5.943 eV
Orbital gap (spin up / spin down): 6.98 / 5.19 eV
Energy relative to the best compared isomer or geometry (same formula, charge and spin): 0.00 kJ/mol

What are the Mulliken partial charges on each atom? They are as follows, in elementary charge units: atom 1 (Pb): 0.42, atom 2 (C): -0.66, atom 3 (H): 0.30, atom 4 (H): 0.26, atom 5 (H): 0.07, atom 6 (H): -0.27, atom 7 (H): 0.27, atom 8 (Cl): -0.26, atom 9 (C): 0.43, atom 10 (C): -0.51, atom 11 (C): -0.54, atom 12 (I): 0.09, atom 13 (C): 1.26, atom 14 (O): -0.78, atom 15 (C): 0.06, atom 16 (N): -0.24, atom 17 (C): -0.30, atom 18 (C): -0.57, atom 19 (C): -0.64, atom 20 (C): 0.13, atom 21 (H): 0.37, atom 22 (H): 0.35, atom 23 (H): 0.37, atom 24 (H): 0.38

---

No. 3
This record from the OMol25 dataset describes a molecular structure, C25H47MnN5O10SSi. The level of theory is ωB97M-V with the def2-TZVPD basis set.

XYZ file:
```
90
Properties=species:S:1:pos:R:3
Mn 0.535 -1.185 -0.261
C -0.472 2.504 -0.537
C -0.246 2.011 0.879
C 1.205 2.164 1.290
C -1.166 2.713 1.864
O -0.517 0.563 0.921
Si -1.981 -0.219 1.104
S -1.290 -2.178 0.671
O -2.640 -0.076 2.568
C -2.397 -0.561 3.912
C -3.121 -1.887 4.063
C -2.975 0.491 4.837
C -0.903 -0.729 4.151
O -3.025 0.393 0.026
C -4.480 0.357 -0.001
C -4.880 0.641 -1.435
C -5.000 1.441 0.930
C -4.959 -1.025 0.422
H -0.201 3.559 -0.600
H -1.517 2.388 -0.826
H 0.149 1.942 -1.237
H 1.501 3.212 1.236
H 1.856 1.591 0.628
H 1.353 1.826 2.320
H -0.974 3.787 1.834
H -0.992 2.361 2.882
H -2.218 2.554 1.616
H -4.196 -1.750 3.939
H -2.943 -2.309 5.054
H -2.768 -2.602 3.317
H -4.031 0.648 4.615
H -2.452 1.441 4.717
H -2.884 0.173 5.877
H -0.520 -1.561 3.557
H -0.713 -0.949 5.202
H -0.369 0.191 3.894
H -4.509 1.620 -1.746
H -5.966 0.644 -1.532
H -4.478 -0.125 -2.101
H -4.629 2.419 0.615
H -4.676 1.255 1.955
H -6.090 1.466 0.910
H -4.551 -1.791 -0.241
H -6.048 -1.076 0.377
H -4.656 -1.248 1.448
N 1.137 -3.117 -1.110
C 2.091 -4.061 -0.469
C 3.241 -3.312 0.209
C 3.112 -3.238 1.729
C 1.824 -2.595 2.216
N 1.592 -1.275 1.573
H 0.280 -3.605 -1.355
H 1.544 -2.745 -1.972
H 2.477 -4.752 -1.216
H 1.530 -4.654 0.254
H 3.286 -2.305 -0.212
H 4.193 -3.780 -0.040
H 3.975 -2.704 2.138
H 3.148 -4.245 2.152
H 1.860 -2.477 3.300
H 0.961 -3.220 1.991
H 2.470 -0.768 1.481
H 0.987 -0.703 2.159
O 2.227 -1.292 -2.962
C 2.508 -0.384 -2.194
O 2.088 -0.281 -0.960
C 3.447 0.699 -2.620
C 3.742 0.819 -3.970
C 4.596 1.824 -4.371
C 5.187 2.706 -3.491
C 4.866 2.550 -2.159
C 4.008 1.575 -1.701
N 5.465 3.483 -1.171
O 6.225 4.321 -1.594
O 5.064 3.407 -0.030
N 4.891 1.967 -5.820
O 4.273 1.255 -6.580
O 5.761 2.746 -6.131
H 3.314 0.142 -4.694
H 5.863 3.477 -3.829
H 3.782 1.505 -0.648
C -1.926 0.629 -3.343
C -0.967 -0.461 -2.996
N -0.593 -1.312 -3.945
O -0.532 -0.537 -1.834
H -2.436 0.454 -4.288
H -1.366 1.564 -3.409
H -2.647 0.723 -2.534
H -0.913 -1.195 -4.891
H 0.197 -1.915 -3.778
```

Computed properties:
HOMO level (spin up / spin down): -11.842 / -12.060 eV
Total charge: +1
Orbital gap (spin up / spin down): 7.44 / 9.04 eV
Spin multiplicity: 5

What are the Mulliken partial charges on each atom? They are as follows, in elementary charge units: atom 1 (Mn): 1.38, atom 2 (C): -0.92, atom 3 (C): 1.45, atom 4 (C): -1.63, atom 5 (C): -1.51, atom 6 (O): 0.50, atom 7 (Si): -0.35, atom 8 (S): -1.01, atom 9 (O): 0.63, atom 10 (C): 1.76, atom 11 (C): -1.61, atom 12 (C): -1.75, atom 13 (C): -1.18, atom 14 (O): 0.66, atom 15 (C): 1.88, atom 16 (C): -2.02, atom 17 (C): -1.47, atom 18 (C): -1.42, atom 19 (H): 0.69, atom 20 (H): -0.10, atom 21 (H): -0.21, atom 22 (H): 0.61, atom 23 (H): -0.03, atom 24 (H): 0.28, atom 25 (H): 0.56, atom 26 (H): 0.27, atom 27 (H): 0.15, atom 28 (H): 0.35, atom 29 (H): 0.46, atom 30 (H): 0.25, atom 31 (H): 0.34, atom 32 (H): 0.34, atom 33 (H): 0.45, atom 34 (H): 0.20, atom 35 (H): 0.62, atom 36 (H): 0.05, atom 37 (H): 0.33, atom 38 (H): 0.46, atom 39 (H): 0.41, atom 40 (H): 0.32, atom 41 (H): 0.05, atom 42 (H): 0.54, atom 43 (H): 0.32, atom 44 (H): 0.55, atom 45 (H): 0.09, atom 46 (N): -0.65, atom 47 (C): -0.87, atom 48 (C): 0.27, atom 49 (C): -1.36, atom 50 (C): -0.53, atom 51 (N): -0.07, atom 52 (H): 0.35, atom 53 (H): 0.15, atom 54 (H): 0.33, atom 55 (H): 0.49, atom 56 (H): -0.33, atom 57 (H): 0.46, atom 58 (H): 0.45, atom 59 (H): 0.41, atom 60 (H): 0.55, atom 61 (H): 0.34, atom 62 (H): 0.31, atom 63 (H): -0.35, atom 64 (O): -0.87, atom 65 (C): 0.10, atom 66 (O): 0.14, atom 67 (C): 0.64, atom 68 (C): -0.54, atom 69 (C): -0.35, atom 70 (C): -0.54, atom 71 (C): -0.27, atom 72 (C): -0.34, atom 73 (N): 1.10, atom 74 (O): -0.61, atom 75 (O): -0.62, atom 76 (N): 1.05, atom 77 (O): -0.61, atom 78 (O): -0.60, atom 79 (H): 0.67, atom 80 (H): 0.63, atom 81 (H): 0.59, atom 82 (C): -0.70, atom 83 (C): 0.37, atom 84 (N): -0.31, atom 85 (O): -0.56, atom 86 (H): 0.57, atom 87 (H): 0.22, atom 88 (H): -0.32, atom 89 (H): 0.25, atom 90 (H): 0.20